(1)
# C23H72N12O13

A 13-piece molecular cluster, C23H72N12O13 overall (wB97M-V/def2-TZVPD, the Open Molecules 2025 dataset).

XYZ file:
```
120
C23H72N12O13 | the Open Molecules 2025 dataset | wB97M-V/def2-TZVPD
C 4.8679 -12.4718 -5.5432
C 5.4552 -11.8212 -4.2948
O 6.4155 -10.8267 -4.6968
H 5.6667 -13.1295 -5.9115
H 4.7522 -11.7692 -6.3663
H 3.9918 -13.0869 -5.3449
H 5.9363 -12.5465 -3.6357
H 4.6860 -11.3109 -3.7111
H 7.2356 -11.3133 -4.8259
C 7.7561 -12.6033 -8.4239
C 7.5445 -14.0989 -8.5480
O 8.8275 -14.7448 -8.6144
H 8.3138 -12.1494 -9.2463
H 8.4266 -12.4134 -7.5743
H 6.8274 -12.0432 -8.3092
H 6.9052 -14.3393 -9.3968
H 7.0359 -14.5588 -7.6915
H 9.4022 -14.2583 -8.0176
C 4.3779 -3.6407 -7.6323
C 4.2737 -2.1304 -7.6860
O 4.0432 -1.7451 -9.0531
H 4.6458 -4.0142 -6.6357
H 5.2124 -3.9780 -8.2459
H 3.4468 -4.1456 -7.8881
H 5.2075 -1.6444 -7.3969
H 3.4834 -1.7891 -7.0162
H 4.8669 -1.4352 -9.4336
C 4.7430 -11.9032 -14.6442
C 5.1548 -10.7928 -13.6792
O 4.1653 -10.5390 -12.7063
H 5.6248 -12.1077 -15.2568
H 3.9857 -11.5115 -15.3203
H 4.4125 -12.8055 -14.1344
H 5.3849 -9.9215 -14.3097
H 6.1311 -10.9929 -13.2138
H 4.5645 -10.2073 -11.8717
C 5.0431 -6.2728 -4.6482
O 5.7731 -6.0918 -5.6090
N 5.2997 -5.6427 -3.4593
N 3.9519 -7.0860 -4.6559
H 6.0868 -5.0226 -3.4278
H 4.6448 -5.6110 -2.7020
H 3.5264 -7.3530 -3.7871
H 3.7397 -7.7169 -5.4283
C 0.4297 -11.6902 -12.6801
O 0.4656 -12.0381 -13.8436
N -0.7123 -11.8373 -11.9014
N 1.4995 -11.1622 -11.9942
H -1.5053 -12.2888 -12.3118
H -0.6164 -11.7409 -10.9102
H 2.3129 -10.7697 -12.4652
H 1.2580 -10.6559 -11.1561
C 4.8405 -14.4693 -11.2788
O 4.5693 -15.2592 -10.3837
N 4.6426 -13.1183 -11.1807
N 5.4265 -14.8810 -12.4591
H 4.7412 -12.4968 -11.9646
H 3.9767 -12.8512 -10.4777
H 5.5437 -15.8697 -12.5704
H 5.9652 -14.2284 -12.9966
C 0.4486 -7.3019 -9.3604
O 0.5702 -7.2837 -10.5821
N -0.3114 -8.2629 -8.7290
N 1.0787 -6.4818 -8.4726
H -0.4116 -8.2206 -7.7318
H -0.8918 -8.9109 -9.2246
H 0.8896 -6.6645 -7.5056
H 1.8765 -5.9441 -8.7529
C 2.5255 -6.0536 -13.7054
O 3.1300 -6.0496 -14.7752
N 2.1716 -7.2359 -13.0705
N 1.8338 -4.9717 -13.1597
H 2.4558 -8.0965 -13.5005
H 1.5403 -7.1802 -12.2833
H 2.1867 -4.0964 -13.5240
H 1.6505 -4.9207 -12.1697
C 1.5269 -9.7299 -5.7573
O 2.2279 -8.8233 -6.1789
N 0.7473 -9.5942 -4.6261
N 1.3210 -10.9353 -6.3826
H 0.8171 -8.7361 -4.1120
H 0.3543 -10.4061 -4.1891
H 1.4026 -11.0521 -7.3762
H 0.7132 -11.5985 -5.9376
C 8.8364 -7.2043 -7.1888
C 8.8563 -5.7256 -6.8238
C 10.0924 -5.0005 -7.3476
O 7.7162 -5.1156 -7.4248
H 7.9926 -7.6670 -6.6743
H 9.7261 -7.7971 -6.9597
H 8.6595 -7.3122 -8.2630
H 8.7899 -5.6384 -5.7327
H 9.8373 -3.9398 -7.2868
H 10.3041 -5.3549 -8.3522
H 10.9284 -5.1121 -6.6581
H 6.9141 -5.4801 -7.0158
C 5.3972 -4.4584 -12.0247
C 6.1569 -5.6281 -12.6352
C 7.4614 -5.9382 -11.9534
O 5.3694 -6.8291 -12.6507
H 6.1203 -3.6331 -12.0748
H 5.0424 -4.6492 -11.0200
H 4.5940 -4.1159 -12.6787
H 6.3828 -5.3791 -13.6801
H 7.4652 -5.9181 -10.8620
H 8.2442 -5.2276 -12.2425
H 7.8703 -6.8977 -12.2808
H 4.5632 -6.7353 -13.1733
C 4.6430 -9.6300 -8.6700
C 4.2116 -8.7263 -9.8094
C 4.2096 -7.2644 -9.4319
O 5.2102 -8.9119 -10.8510
H 4.5472 -10.6776 -8.9726
H 3.9147 -9.5016 -7.8565
H 5.6239 -9.4436 -8.2539
H 3.2270 -9.0552 -10.1674
H 3.6092 -7.1531 -8.5242
H 3.7922 -6.6391 -10.2225
H 5.2088 -6.9159 -9.1672
H 5.2283 -8.0917 -11.3903
```

* HOMO level: -9.6 eV

(2)
# C23H72N18O11

A 11-piece molecular cluster, C23H72N18O11 overall (wB97M-V/def2-TZVPD, the Open Molecules 2025 dataset).

XYZ file:
```
124
C23H72N18O11 | the Open Molecules 2025 dataset | wB97M-V/def2-TZVPD
C -3.5819 0.8837 6.9678
O -3.0236 0.3014 5.7192
C -3.4027 0.9245 4.4566
C -3.0762 0.1624 3.1930
C -1.5847 -0.0813 3.1224
N -3.4127 0.8887 1.9662
H -4.6353 0.7131 7.1898
H -3.4355 1.9592 7.0675
H -2.9366 0.5398 7.7762
H -4.4921 0.9271 4.4923
H -3.0912 1.9644 4.3574
H -3.6111 -0.7866 3.1561
H -1.2585 -0.6396 3.9998
H -0.9819 0.8211 3.2253
H -1.2355 -0.4115 2.1441
H -4.3817 1.1732 1.9548
H -3.2869 0.2668 1.1803
C 6.8140 -5.5139 2.1421
O 5.6739 -4.7232 1.6590
C 6.1070 -3.4930 1.1607
C 4.9398 -2.9462 0.3016
C 4.8420 -3.5293 -1.0927
N 4.9624 -1.4876 0.3295
H 7.6069 -5.6295 1.4031
H 6.3982 -6.4904 2.3904
H 7.1638 -5.2014 3.1260
H 6.1802 -2.9754 2.1172
H 7.0481 -3.4346 0.6139
H 3.9683 -3.2252 0.7097
H 3.9060 -3.2463 -1.5742
H 4.8171 -4.6127 -0.9759
H 5.7540 -3.2724 -1.6315
H 4.8674 -1.0113 1.2151
H 4.2057 -1.1120 -0.2240
C -0.6493 2.2582 -3.6409
O -1.1032 3.6059 -3.5839
C -1.0008 4.3291 -2.3709
C -1.2779 5.7673 -2.6027
C -0.2718 6.4595 -3.5479
N -1.0728 6.5170 -1.3392
H 0.4216 2.0822 -3.5400
H -0.8213 1.8280 -4.6276
H -1.1197 1.5131 -2.9993
H -1.6721 3.9600 -1.5956
H 0.0108 4.2599 -1.9709
H -2.3374 5.7860 -2.8581
H 0.7748 6.5363 -3.2535
H -0.6628 7.4364 -3.8322
H -0.2125 5.8331 -4.4380
H -1.5484 6.2830 -0.4794
H -1.2196 7.5089 -1.4605
C -6.1138 -6.1949 -0.9677
O -5.7106 -5.4123 0.1683
C -4.5329 -4.6857 -0.1525
C -4.3786 -3.6816 1.0271
C -5.3836 -2.5539 1.1722
N -3.1151 -2.9886 0.9742
H -5.4833 -7.0699 -1.1255
H -5.9959 -5.5980 -1.8721
H -7.1481 -6.5191 -0.8520
H -3.6452 -5.3070 -0.2711
H -4.5234 -4.1499 -1.1017
H -4.2584 -4.2046 1.9758
H -5.1545 -1.7815 1.9064
H -6.3433 -2.9778 1.4679
H -5.5200 -2.1384 0.1738
H -3.0008 -2.6355 1.9135
H -3.1612 -2.2533 0.2834
N 0.7701 -4.2949 -1.7425
C -0.3290 -3.7231 -1.4059
N -0.8547 -4.2981 -0.3755
O -0.6175 -2.6489 -1.9159
H 0.9850 -5.2058 -1.3628
H 1.3864 -3.8405 -2.4012
H -1.6487 -3.8958 0.1018
H -0.5537 -5.2441 -0.1897
N -4.8489 -0.4530 -2.4667
C -3.7898 -0.9031 -1.8828
N -3.2787 -1.8058 -2.6335
O -3.3871 -0.5772 -0.7802
H -5.0222 -0.8930 -3.3592
H -5.3230 0.2937 -1.9789
H -2.3385 -2.0727 -2.3787
H -3.6989 -1.9156 -3.5454
N 3.2372 2.4412 -1.4454
C 4.4471 2.4124 -1.0005
N 5.2777 1.7933 -1.7866
O 4.7958 2.7951 0.1173
H 3.0649 1.9250 -2.2962
H 2.4758 2.8220 -0.9019
H 4.9652 1.6222 -2.7316
H 6.2206 1.5842 -1.4910
N 0.1594 1.4021 0.5149
C 0.5161 0.4144 -0.2083
N -0.5300 -0.0574 -0.8469
O 1.6326 -0.0615 -0.3606
H 0.8467 1.8781 1.0815
H -0.7996 1.7076 0.4303
H -0.3885 -0.9354 -1.3256
H -1.4448 0.0686 -0.4379
N 3.2512 5.0617 0.7652
C 2.0150 4.8339 0.4416
N 1.5244 5.7377 -0.3251
O 1.4012 3.9000 0.8569
H 3.8101 4.3364 1.1914
H 3.6295 5.9638 0.5138
H 0.5567 5.7276 -0.6140
H 2.0937 6.5621 -0.4530
N 2.1022 -0.5019 -3.1370
C 2.6125 0.2564 -4.0601
N 2.1979 -0.1430 -5.2274
O 3.3415 1.2328 -3.9368
H 2.2734 -0.1450 -2.2078
H 1.3074 -1.0777 -3.3753
H 2.5701 0.2213 -6.0927
H 1.4316 -0.7932 -5.1267
N 1.8386 1.3922 3.5423
C 1.8569 2.2845 4.4912
N 2.1022 3.4222 3.9073
O 1.8498 1.9546 5.6539
H 1.7933 0.4156 3.7956
H 1.7601 1.6879 2.5798
H 1.7027 3.7273 3.0313
H 2.4549 4.0943 4.5736
```

* SMILES: COC[C@H](C)N.COC[C@H](C)N.COC[C@H](C)N.COC[C@H](C)N.NC(N)=O.NC(N)=O.NC(N)=O.NC(N)=O.NC(N)=O.NC(N)=O.NC(N)=O
* HOMO level: -8.2 eV

Result set for largest force on an atom: 2.98; 5.57 eV/Å, one per record in the order listed.
Result set for orbital gap: 9.16; 8.21 eV, one per record in the order listed.
Result set for energy relative to the best compared isomer or geometry (same formula, charge and spin): 0.0; 123.1 kcal per mole, one per record in the order listed.